1.
Entry from OMol25: C25H49N8SSbV as an isolated structure (wB97M-V/def2-TZVPD).

Last column: Löwdin spin population.
Atoms and positions in Å:
V -3.378314 2.397464 -1.056979  0.9525
N -1.459316 1.718824 -1.793208  0.0093
C -1.227832 2.208878 -3.160936  0.0025
C -2.365673 1.774927 -4.112172  0.0003
C -3.542928 2.679341 -4.078083  0.0053
N -4.382775 2.530191 -2.855420  0.0068
H -0.796122 2.215982 -1.125628  0.0024
H -1.270978 0.696628 -1.731270  0.0007
H -0.217787 1.835450 -3.455278  0.0001
H -1.152531 3.372051 -3.136225  0.0003
H -2.660413 0.701509 -4.022100  0.0001
H -1.908874 1.905427 -5.088874  0.0000
H -4.195863 2.467933 -4.934667  0.0005
H -3.250696 3.719693 -4.163288  0.0003
H -4.856382 1.597453 -2.912806  0.0043
H -5.065834 3.283232 -2.868825  -0.0009
N -4.956705 -0.920296 0.907393  0.0052
C -4.118188 -1.773864 0.215350  -0.0012
C -3.435901 -1.006568 -0.672150  0.0030
N -3.887985 0.304435 -0.627812  -0.0006
C -4.816736 0.298326 0.329896  0.0098
C -5.774755 1.443592 0.281152  -0.0024
N -5.265135 2.662789 -0.049806  -0.0047
C -6.154781 3.659776 0.200617  -0.0008
C -7.255308 3.043850 0.684847  0.0007
N -7.085162 1.647867 0.685208  -0.0010
H -5.625970 -1.084825 1.715343  0.0000
H -4.002647 -2.803732 0.485867  -0.0001
H -2.846184 -1.420295 -1.468028  0.0001
H -5.945713 4.670826 -0.025029  0.0002
H -8.160757 3.386926 1.214891  0.0000
H -7.766642 0.935383 0.984180  -0.0001
C 5.846592 -2.141332 -1.258600  0.0287
C 4.452043 -1.513795 -1.301241  0.0215
C 4.343991 -0.022206 -0.898044  0.0211
C 3.644246 -1.818818 -2.578246  0.0015
Sb 3.456070 -2.572167 0.604399  0.6960
C 1.883685 -4.373138 0.549622  0.0267
C 1.164074 -4.473486 1.914979  0.0040
C 0.917895 -4.052970 -0.600206  0.0097
C 2.865473 -5.483414 0.191477  0.0401
C 4.326394 -2.170952 2.705570  0.0404
C 5.742634 -1.771145 2.326746  0.0135
C 4.254110 -3.421538 3.593905  0.0075
C 3.577506 -0.997495 3.447421  0.0216
H 6.635691 -1.445573 -0.773952  0.0005
H 6.181397 -2.289537 -2.303346  0.0029
H 5.964219 -3.112012 -0.773451  0.0127
H 4.735817 0.530398 -1.763864  0.0007
H 4.842124 0.326690 0.083365  0.0012
H 3.282740 0.316560 -0.849486  0.0078
H 4.006720 -1.188170 -3.411164  -0.0010
H 2.612597 -1.517971 -2.464531  0.0014
H 3.647950 -2.873182 -2.900075  0.0002
H 0.758720 -3.537936 2.309235  0.0025
H 1.783294 -5.027760 2.634612  0.0001
H 0.317984 -5.201933 1.672583  -0.0006
H 0.439468 -3.136874 -0.493786  0.0054
H 0.116531 -4.855787 -0.604467  -0.0005
H 1.485147 -3.927587 -1.542726  0.0006
H 3.877060 -5.519634 0.733305  0.0119
H 3.072372 -5.509686 -0.889155  0.0008
H 2.378088 -6.472919 0.456042  0.0066
H 6.214119 -2.528002 1.725866  0.0050
H 6.475199 -1.569650 3.197404  0.0013
H 5.888164 -0.789731 1.827185  0.0003
H 4.579539 -4.370531 3.116982  0.0015
H 3.201572 -3.526955 3.966404  0.0001
H 4.877376 -3.327380 4.499472  0.0007
H 3.634707 -0.053345 2.910153  0.0024
H 4.131084 -0.896038 4.387192  0.0016
H 2.551968 -1.147227 3.730825  0.0015
C -0.271167 5.877583 0.425992  -0.0002
N -0.913563 4.876493 1.250203  -0.0013
C -0.563404 4.331629 2.520408  -0.0015
C -1.440063 3.308803 2.828530  -0.0006
N -2.460621 3.377846 1.865854  -0.0075
C -2.080989 4.294426 0.883293  0.0018
S -2.840217 4.667820 -0.609544  0.0188
H 0.406999 6.413792 1.109734  0.0000
H -1.066244 6.613831 0.102105  0.0000
H 0.311648 5.460376 -0.398199  0.0000
H 0.453900 4.507135 2.904422  -0.0002
H -1.447064 2.556422 3.535545  0.0000
H -3.424687 3.028899 2.037092  -0.0015

Cartesian forces (eV/Å) of the 3 atoms listed first:
V 0.5730 -0.7350 1.0120
N 0.7806 0.4899 1.5369
C 0.8871 0.8903 -0.2071

Its spin multiplicity is 3. The value obtained for the HOMO energy (alpha / beta) is -14.2 / -13.6 eV. As for the lowest unoccupied orbital energy (alpha / beta): -7.54 / -7.96 eV. The HOMO-LUMO gap (alpha / beta) comes out at 6.7 / 5.6 eV. As for the net charge: +3.

=====

2.
Entry from OMol25: C25H49NO2SSi2Yb as an isolated structure (wB97M-V/def2-TZVPD).

Last column: Löwdin spin population.
Atoms and positions in Å:
O 0.073972 1.965943 0.099229  -0.0012
O -2.780862 1.734363 -2.549480  0.0000
C -0.961691 2.420833 1.035489  0.0000
C -0.456272 3.354599 2.110030  0.0001
H -1.325656 1.472407 1.471118  0.0000
H -1.766827 2.849837 0.434291  0.0000
H 0.287082 2.871482 2.759867  0.0000
H -1.314719 3.652299 2.727885  0.0000
H -0.023508 4.263681 1.675314  0.0000
C 0.331768 2.654259 -1.150312  -0.0001
C -0.617300 3.773043 -1.511607  0.0000
H 0.278579 1.855850 -1.896253  0.0000
H 1.372959 3.004722 -1.129195  0.0000
H -1.611989 3.378480 -1.764763  0.0000
H -0.239725 4.260145 -2.424481  0.0000
H -0.691515 4.552381 -0.745496  0.0000
C -2.115484 0.816852 -3.433407  0.0000
C -4.117124 1.374943 -2.173649  0.0000
C -1.651867 1.516178 -4.696097  0.0000
H -2.744948 -0.060054 -3.662907  0.0000
H -1.223868 0.428586 -2.910992  0.0000
H -2.466709 2.009018 -5.242069  0.0000
H -1.180097 0.799592 -5.366433  0.0000
H -0.918502 2.294025 -4.459281  0.0000
C -5.134257 1.999577 -3.114107  0.0000
H -4.265805 1.782848 -1.165924  0.0000
H -4.257560 0.285538 -2.095216  0.0000
H -4.937334 3.078641 -3.189665  0.0000
H -6.153637 1.866514 -2.724953  0.0000
H -5.089065 1.578871 -4.129283  0.0000
H -2.634770 -1.887630 -1.600140  0.0000
Yb 1.054305 0.169550 0.906594  1.0074
C -2.270047 -1.568644 -0.658612  0.0000
Si -2.738894 -2.872651 0.672047  0.0000
H -2.607734 -0.540862 -0.475923  0.0000
H -1.178455 -1.557958 -0.803564  0.0000
C -4.083777 -2.139159 1.759489  0.0000
C -1.356351 -3.546003 1.768164  0.0000
C -3.313804 -4.190800 -0.552648  0.0000
C 2.864550 1.481505 1.321607  -0.0027
Si 3.793366 1.093414 -0.259917  -0.0005
H 3.319493 1.087713 2.251490  0.0004
H 2.615708 2.540321 1.504531  -0.0001
C 4.239281 2.665900 -1.207125  -0.0001
C 2.756520 0.015875 -1.456177  -0.0004
C 5.352128 0.121259 0.159717  -0.0001
H -3.397085 -3.784095 -1.574166  0.0000
H -4.289995 -4.591072 -0.267885  0.0000
H -2.588937 -5.011064 -0.590995  0.0000
H -3.678023 -1.619253 2.639005  0.0000
H -4.738115 -2.942354 2.123225  0.0000
H -4.692693 -1.418798 1.194580  0.0000
H -0.717115 -2.785646 2.238032  0.0000
H -0.709038 -4.219637 1.189141  0.0000
H -1.802162 -4.144184 2.577769  0.0000
H 2.690114 0.552326 -2.414341  0.0000
H 1.709800 -0.272133 -1.215219  -0.0002
H 3.298813 -0.921946 -1.647170  0.0000
H 6.065385 0.101080 -0.678168  0.0000
H 5.119234 -0.918443 0.433917  0.0000
H 5.845513 0.594430 1.020778  0.0000
H 5.110385 2.522348 -1.862988  0.0000
H 4.487077 3.463732 -0.493834  0.0000
H 3.411116 3.026671 -1.834016  0.0000
S 1.962604 -1.624880 5.082548  -0.0002
C 0.619334 -0.648857 5.449954  0.0001
C -0.054566 -0.230166 4.288468  0.0000
C 0.558320 -0.675317 3.111886  -0.0009
C 1.654331 -1.461821 3.340407  0.0000
C 2.497222 -2.151118 2.364652  -0.0001
C 3.588171 -2.966862 2.713324  0.0000
C 4.265414 -3.698183 1.755974  0.0000
C 3.799760 -3.660793 0.434802  0.0000
C 2.722636 -2.815395 0.128803  -0.0001
N 2.155863 -2.002811 1.047582  -0.0010
H 0.373386 -0.418768 6.483570  0.0000
H -0.953445 0.369712 4.317633  0.0000
H 3.878039 -3.002581 3.759659  0.0000
H 5.133073 -4.305548 2.021847  0.0000
H 4.255833 -4.268361 -0.355683  0.0000
H 2.310190 -2.777497 -0.890279  0.0000

Cartesian forces (eV/Å) of the 3 atoms listed first:
O -0.5529 0.1209 0.2687
O -0.0733 -0.9111 -0.0862
C -0.0802 -0.3709 -0.3624

Its spin multiplicity is 2. The value obtained for the HOMO energy (alpha / beta) is -10.7 / -10.7 eV. As for the lowest unoccupied orbital energy (alpha / beta): -2.87 / -2.99 eV. The HOMO-LUMO gap (alpha / beta) comes out at 7.9 / 7.8 eV. As for the net charge: +1.

=====

3.
Entry from OMol25: C25H49O6PPdS4Si as an isolated structure (wB97M-V/def2-TZVPD).

Last column: Löwdin spin population.
Atoms and positions in Å:
Pd -0.388066 0.705321 -0.204644  1.0901
C 2.276588 -1.176545 -2.264744  -0.0001
C 2.902279 -0.821379 -0.927997  0.0017
C 3.591551 0.543654 -1.000156  -0.0001
C 3.877625 -1.900701 -0.483018  0.0009
O 1.795738 -0.793573 0.008733  0.0150
Si 1.775916 -0.550590 1.645739  0.0370
S -0.211108 0.049270 2.046527  0.3060
O 2.194155 -1.841260 2.534124  0.0067
C 1.695310 -3.188921 2.674133  0.0003
C 0.721055 -3.506240 1.551494  0.0004
C 2.901678 -4.108996 2.637754  0.0002
C 1.001203 -3.262587 4.022563  0.0009
O 2.889771 0.603448 1.934577  0.0039
C 3.427118 1.187953 3.131938  0.0005
C 4.743824 0.487081 3.426156  0.0001
C 2.460937 1.036742 4.302401  0.0061
C 3.644035 2.657635 2.812607  0.0001
H 3.040300 -1.189854 -3.045547  -0.0001
H 1.508800 -0.449187 -2.532863  0.0002
H 1.793013 -2.153977 -2.215333  0.0000
H 4.117878 0.642445 -1.952604  0.0000
H 4.305187 0.678923 -0.187019  0.0000
H 2.856272 1.345501 -0.910977  -0.0001
H 4.730417 -1.937530 -1.167337  0.0002
H 3.391743 -2.879066 -0.479588  0.0000
H 4.254058 -1.690104 0.522833  0.0000
H 1.210951 -3.446001 0.576834  0.0000
H -0.118720 -2.808188 1.543291  0.0007
H 0.321234 -4.515721 1.674974  0.0000
H 3.391053 -4.054870 1.663159  0.0000
H 2.597446 -5.142973 2.817720  0.0000
H 3.622428 -3.815466 3.404767  0.0000
H 0.162249 -2.562103 4.050212  0.0014
H 1.699991 -3.004024 4.822125  0.0000
H 0.618711 -4.270336 4.202484  0.0000
H 4.564406 -0.568102 3.649595  0.0000
H 5.245803 0.948502 4.281836  0.0000
H 5.402697 0.551649 2.556532  0.0000
H 2.247823 -0.018367 4.497484  0.0012
H 1.518450 1.547875 4.093203  0.0039
H 2.904083 1.470273 5.202605  0.0002
H 4.382877 2.766553 2.013913  0.0000
H 3.995300 3.198775 3.695395  0.0000
H 2.704098 3.097258 2.470644  0.0000
C 0.242777 5.193272 -0.706668  -0.0003
S -0.387960 3.579989 -0.284058  -0.0015
O 0.810070 2.753517 0.158803  0.0499
C -0.769387 3.089418 -1.956032  0.0086
C 0.207148 2.458250 -2.712418  0.0075
C -0.120585 2.020431 -3.990899  0.0022
C -1.399665 2.224577 -4.490243  0.0011
C -2.362125 2.872316 -3.720921  0.0053
C -2.051940 3.301414 -2.442336  0.0016
H 1.088690 5.046232 -1.378739  0.0001
H 0.557785 5.679321 0.218407  0.0001
H -0.553501 5.762501 -1.187445  0.0005
H 1.198253 2.309363 -2.302773  0.0005
H 0.623194 1.507609 -4.588808  0.0001
H -1.655458 1.863838 -5.479544  -0.0001
H -3.362075 3.017760 -4.110326  0.0002
H -2.805349 3.770736 -1.817683  -0.0001
C -4.612522 -0.256764 -3.680723  0.0044
C -4.853350 -1.524869 -2.883670  0.0007
C -4.203229 -2.743309 -3.506783  0.0010
O -4.490526 -1.346115 -1.489757  0.0018
P -3.091316 -1.527670 -0.733851  0.0155
S -2.491244 -3.335470 -0.484844  0.0582
S -1.753694 -0.370482 -1.795455  0.3512
O -3.427680 -0.851443 0.655126  0.0058
C -4.194193 0.322482 1.019805  0.0003
C -5.686781 0.116755 0.821674  -0.0001
C -3.672282 1.572763 0.332758  0.0010
H -5.069890 -0.366990 -4.667687  0.0002
H -3.546732 -0.061905 -3.809717  0.0033
H -5.064251 0.604860 -3.182870  0.0001
H -5.927730 -1.684503 -2.821206  0.0000
H -3.119776 -2.620219 -3.573472  0.0013
H -4.604274 -2.878683 -4.514076  0.0000
H -4.398067 -3.639411 -2.919124  0.0001
H -3.995175 0.394504 2.086691  0.0001
H -5.970873 0.230302 -0.222977  0.0000
H -6.224830 0.860369 1.415199  0.0000
H -5.985919 -0.878055 1.154275  0.0000
H -3.739300 1.474748 -0.751657  0.0032
H -2.635307 1.762128 0.602409  -0.0009
H -4.269063 2.434224 0.645101  -0.0001

Cartesian forces (eV/Å) of the 3 atoms listed first:
Pd 0.2547 -0.6298 -0.6114
C -0.0369 -0.0792 -0.0885
C -0.1239 -0.0307 0.3166

Its spin multiplicity is 3. The value obtained for the HOMO energy (alpha / beta) is -8.0 / -7.6 eV. As for the lowest unoccupied orbital energy (alpha / beta): 0.18 / -2.19 eV. The HOMO-LUMO gap (alpha / beta) comes out at 8.1 / 5.4 eV.

=====

Number 1: DFT total energy -3001.5119 a.u.. Number 2: DFT total energy -3322.8555 a.u.. Number 3: DFT total energy -3785.1442 a.u..